[1]
{
  "formula": "C3H8NOS",
  "method": "ωB97M-V with the def2-TZVPD basis set",
  "elements": ["C", "C", "C", "N", "O", "S", "H", "H", "H", "H", "H", "H", "H", "H"],
  "xyz": [[0.16085, 0.83689, -0.11353], [-0.15524, 0.74695, -1.59023], [0.37024, -1.04573, 1.29459], [-0.00183, -0.51370, 0.25333], [-1.50173, 0.20950, -1.44783], [1.34016, -0.25844, 2.57516], [1.11552, 1.25400, 0.29209], [-0.70549, 1.30648, 0.36613], [0.00473, 1.62769, -2.10921], [0.47746, -0.03913, -2.04612], [0.04028, -2.00002, 1.73773], [-0.70356, -0.93413, -0.33392], [-1.76764, 0.10136, -2.30793], [1.32626, -1.29174, 3.42975]],
  "e_homo_ev": -14.93,
  "total_charge": 1,
  "molar_mass_da": 106.17
}

---

[2]
{
  "formula": "C2H7NO3",
  "method": "ωB97M-V with the def2-TZVPD basis set",
  "elements": ["N", "C", "O", "H", "H", "H", "H", "H", "O", "C", "O", "H", "H"],
  "xyz": [[-0.73606, 0.26896, 1.26994], [-1.83070, -0.05492, 0.39888], [-1.29430, -0.39699, -0.88097], [-0.09662, 0.89485, 0.79275], [-1.11128, 0.71471, 2.09768], [-2.38712, -0.92794, 0.76724], [-2.57594, 0.74789, 0.27527], [-2.06143, -0.59428, -1.42679], [3.00539, 0.99816, -0.19867], [2.78904, -0.15446, -0.45932], [1.78280, -0.60208, -1.19621], [3.39165, -0.97752, -0.06304], [1.12456, 0.08361, -1.37675]],
  "e_homo_ev": -9.60,
  "molar_mass_da": 93.08
}

---

[3]
{
  "formula": "C28H61F3O14",
  "method": "ωB97M-V with the def2-TZVPD basis set",
  "elements": ["C", "O", "C", "C", "O", "C", "H", "H", "H", "H", "H", "H", "H", "H", "H", "H", "C", "O", "C", "C", "O", "C", "H", "H", "H", "H", "H", "H", "H", "H", "H", "H", "C", "O", "C", "C", "O", "C", "H", "H", "H", "H", "H", "H", "H", "H", "H", "H", "C", "O", "C", "C", "O", "C", "H", "H", "H", "H", "H", "H", "H", "H", "H", "H", "C", "O", "C", "C", "O", "C", "H", "H", "H", "H", "H", "H", "H", "H", "H", "H", "O", "C", "O", "C", "C", "C", "H", "H", "H", "H", "H", "H", "C", "C", "O", "C", "O", "C", "F", "F", "F", "H", "H", "H", "H", "H"],
  "xyz": [[0.30686, 7.74985, 1.67802], [0.10770, 6.64692, 0.80588], [0.31110, 5.32299, 1.32989], [1.76670, 4.84211, 1.41427], [2.57996, 5.84652, 1.97742], [3.92864, 5.54318, 2.27458], [1.35111, 8.04759, 1.77280], [-0.15883, 7.55330, 2.64373], [-0.39551, 8.51813, 1.35470], [-0.22570, 4.59087, 0.72661], [-0.21057, 5.33697, 2.28685], [2.24058, 4.54219, 0.47961], [1.82065, 4.04710, 2.15801], [4.60344, 5.34257, 1.44241], [4.05308, 4.71413, 2.97121], [4.35085, 6.40757, 2.78708], [-1.24702, -3.21154, 2.83187], [-1.50973, -3.84355, 4.11925], [-0.90704, -5.05632, 4.51356], [-0.85086, -5.17974, 6.04579], [-1.92559, -5.72391, 6.85495], [-2.31032, -7.02363, 6.50764], [-1.35761, -3.93339, 2.02267], [-0.20415, -2.91127, 2.73015], [-1.94407, -2.39018, 2.66579], [0.11724, -5.00663, 4.14412], [-1.42123, -5.90481, 4.06216], [-0.61520, -4.17126, 6.38567], [0.05426, -5.69875, 6.36123], [-3.12264, -7.29823, 7.18057], [-1.52810, -7.78016, 6.57014], [-2.83413, -6.99912, 5.55207], [2.67601, 1.49916, -3.60772], [2.06633, 2.77923, -3.55917], [2.11733, 3.52933, -2.37062], [0.95488, 4.53534, -2.39370], [0.90581, 5.49681, -3.44269], [0.47859, 5.08220, -4.74625], [2.45490, 0.89573, -2.72733], [3.76522, 1.53600, -3.62706], [2.43405, 0.97183, -4.53048], [3.07786, 4.04407, -2.34760], [2.04868, 2.87486, -1.50168], [1.15316, 5.18673, -1.54254], [0.08183, 3.91566, -2.18909], [0.87616, 4.14038, -5.12444], [0.55483, 5.79493, -5.56742], [-0.60577, 4.97994, -4.78875], [-3.85370, -5.29343, 0.36927], [-3.51311, -3.98328, -0.06791], [-4.43897, -3.48506, -1.04862], [-4.09733, -2.03142, -1.38462], [-4.00861, -1.20607, -0.21561], [-5.22133, -0.77845, 0.32301], [-3.65749, -5.98473, -0.45031], [-4.82529, -5.43074, 0.84388], [-3.06383, -5.59708, 1.05630], [-5.43150, -3.66985, -0.63772], [-4.23870, -4.09288, -1.93097], [-4.72886, -1.53264, -2.11980], [-3.13723, -1.97869, -1.89797], [-5.11157, -0.08280, 1.15495], [-5.86054, -1.59015, 0.67037], [-5.83128, -0.25359, -0.41224], [-0.31864, -4.67182, -3.57042], [0.44187, -3.43934, -3.85823], [-0.32352, -2.30713, -4.33378], [0.50940, -0.96201, -4.30645], [-0.25922, 0.23022, -4.19113], [-0.46539, 0.89098, -5.42888], [0.23399, -5.59910, -3.41926], [-1.18010, -4.91066, -4.19408], [-0.86522, -4.46728, -2.64982], [-1.18189, -2.20144, -3.67036], [-0.72660, -2.42387, -5.33976], [1.11274, -0.88970, -5.21135], [1.18040, -1.03039, -3.45018], [-1.36591, 1.50051, -5.35381], [-0.53089, 0.16671, -6.24083], [0.38663, 1.47633, -5.77461], [0.72246, 1.65446, 1.66852], [0.24193, 1.08088, 0.68333], [-0.64185, 1.66182, -0.11277], [-1.18405, 0.82534, -1.11519], [-0.78424, -0.54968, -0.65110], [0.43469, -0.28680, 0.17161], [-0.91065, 1.03771, -2.14875], [-2.27322, 0.83990, -1.07524], [-0.50238, -1.20171, -1.47784], [-1.57791, -1.02819, -0.07733], [1.33522, -0.32234, -0.44148], [0.50209, -0.92284, 1.05422], [4.20674, 0.82772, 0.04023], [3.87322, -0.53659, 0.73782], [3.11654, -0.45872, 1.95239], [3.56944, 0.01864, 3.09986], [4.72174, 0.39277, 3.29340], [2.42914, 0.25765, 4.21899], [1.27543, -0.28317, 3.87107], [2.77041, -0.29445, 5.37377], [2.34997, 1.54154, 4.42364], [4.71370, 0.55938, -0.88664], [4.77251, 1.50105, 0.68415], [3.31866, 1.37178, -0.28132], [4.79671, -1.04971, 1.00609], [3.23200, -1.18907, 0.14521]],
  "e_homo_ev": -9.24,
  "molar_mass_da": 678.78
}

---

[4]
{
  "formula": "C4H13NO",
  "method": "ωB97M-V with the def2-TZVPD basis set",
  "elements": ["N", "C", "C", "C", "C", "H", "H", "H", "H", "H", "H", "H", "H", "H", "H", "H", "O", "H", "H"],
  "xyz": [[-0.39491, -0.26341, -0.99022], [-0.17703, 1.08630, -1.36963], [-0.04302, -2.32207, 2.06127], [-0.41895, -0.48975, 0.44548], [-0.66905, -1.91706, 0.72134], [0.38419, -0.78152, -1.41605], [0.86083, 1.40425, -1.17376], [-0.85837, 1.73555, -0.79443], [-0.38862, 1.21841, -2.44405], [1.04100, -2.13870, 2.15015], [-0.23484, -3.39280, 2.24389], [-0.56392, -1.73425, 2.83570], [-1.24538, 0.16454, 0.78367], [0.51973, -0.10051, 0.88458], [-1.75923, -2.09536, 0.79325], [-0.26607, -2.60214, -0.04919], [1.01455, 4.07203, -1.65455], [1.57317, 3.31343, -1.37047], [1.62592, 4.84306, -1.65700]],
  "e_homo_ev": -8.72,
  "molar_mass_da": 91.15
}

---

[5]
{
  "formula": "C9H17BO8S",
  "method": "ωB97M-V with the def2-TZVPD basis set",
  "elements": ["O", "C", "C", "B", "O", "O", "O", "C", "C", "C", "C", "S", "O", "O", "O", "C", "C", "C", "O", "H", "H", "H", "H", "H", "H", "H", "H", "H", "H", "H", "H", "H", "H", "H", "H", "H"],
  "xyz": [[-2.40171, 0.49537, 1.72570], [-1.77349, -0.48106, 1.36429], [-2.32706, -1.87716, 1.49858], [-3.86312, -1.68598, 1.90897], [-4.21371, -1.36176, 3.20556], [-4.87402, -1.80207, 0.99531], [-0.55587, -0.43407, 0.79413], [0.20186, 0.75940, 1.09093], [1.67421, 0.39099, 1.19419], [2.49037, 0.45854, -0.10667], [2.91126, -0.94113, -0.60103], [3.35614, -0.71375, -2.30972], [2.13769, -0.62029, -3.05576], [4.22527, 0.40900, -2.45558], [4.09595, -2.07017, -2.65174], [-0.11377, 1.92156, 0.13463], [-0.79374, 1.42346, -1.12113], [-1.59181, 2.46263, -1.90696], [-2.16812, 1.42926, -1.11870], [-2.27893, -2.41847, 0.55434], [-1.83208, -2.42018, 2.30174], [-4.18393, -0.40511, 3.30731], [-4.62155, -2.40905, 0.29519], [-0.10850, 1.08702, 2.08166], [1.78323, -0.60978, 1.61115], [2.13384, 1.05189, 1.92563], [2.02461, 0.99407, -0.92717], [3.41752, 0.98704, 0.10301], [2.04479, -1.59269, -0.53669], [3.77316, -1.31750, -0.05951], [4.44003, -2.01336, -3.55509], [-0.81840, 2.62733, 0.56462], [0.77573, 2.43170, -0.22848], [-0.27160, 0.66733, -1.68816], [-1.27402, 3.35513, -1.39178], [-1.42025, 2.22183, -2.94278]],
  "e_homo_ev": -10.09,
  "molar_mass_da": 296.11
}

---

Number 1: LUMO energy -4.223 eV, electronic energy -646.98537 Ha. Number 2: LUMO energy 0.697 eV, electronic energy -360.86830 Ha. Number 3: LUMO energy 0.355 eV, electronic energy -2456.10520 Ha. Number 4: LUMO energy 0.839 eV, electronic energy -290.16589 Ha. Number 5: LUMO energy 0.324 eV, electronic energy -1378.12803 Ha.